Density functional theory data (ωB97M-V/def2-TZVPD) for C29H21AsBrN5O8SW as an isolated structure.

The geometry in XYZ format:
```
67
Properties=species:S:1:pos:R:3:nbo_charge:R:1
W 0.0708 0.0028 -0.0525 2.307
O -0.0417 -3.8582 -0.7889 -0.473
C -0.1064 -2.9078 -0.0721 0.673
N 0.8317 -1.8449 0.0308 -0.704
C 2.1077 -1.9854 -0.5873 0.177
C 2.7073 -3.1879 -0.9373 -0.224
C 3.9953 -3.1692 -1.4414 -0.176
C 4.6745 -1.9682 -1.6001 -0.175
C 4.0794 -0.7656 -1.2591 -0.208
C 2.7857 -0.7799 -0.7473 0.081
N 2.0456 0.3384 -0.2704 -0.681
C 2.5438 1.6508 -0.4554 0.665
O 3.4950 1.9525 -1.1117 -0.480
C 1.7516 2.6335 0.3231 0.111
C 2.1702 3.9377 0.4527 -0.173
C 1.3667 4.8134 1.1663 -0.109
C 0.1780 4.3361 1.6945 -0.206
C -0.1656 3.0094 1.5097 0.063
N 0.6279 2.1603 0.8550 -0.421
C -1.2373 -2.7010 0.8776 0.118
C -2.1189 -3.7224 1.1560 -0.173
C -3.1973 -3.4478 1.9813 -0.113
C -3.3401 -2.1584 2.4742 -0.220
C -2.4027 -1.1987 2.1392 0.034
N -1.3501 -1.4700 1.3690 -0.420
H 2.1803 -4.1210 -0.8280 0.253
H 4.4670 -4.1024 -1.7177 0.240
H 5.6792 -1.9605 -2.0000 0.240
H 4.6073 0.1604 -1.4029 0.265
H 3.1001 4.2323 -0.0138 0.272
H 1.6571 5.8468 1.2999 0.254
H -0.4956 4.9810 2.2405 0.252
H -1.0947 2.6267 1.8951 0.231
H -1.9487 -4.6921 0.7090 0.271
H -3.9180 -4.2165 2.2258 0.255
H -4.1662 -1.8884 3.1178 0.252
H -2.4986 -0.1893 2.5122 0.220
O -4.1166 0.2564 -0.5393 -0.978
As -2.4867 0.5862 -0.8916 2.488
O -1.7106 1.0847 0.5444 -1.054
O -1.5315 -0.8152 -1.0316 -1.046
C -2.6146 1.1094 -2.7122 -0.431
C -3.8491 1.3150 -3.2880 -0.152
C -3.9267 1.3591 -4.6811 -0.153
C -2.8004 1.1801 -5.4622 -0.151
C -1.5504 0.9823 -4.8801 -0.152
C -1.4610 0.9419 -3.5035 -0.263
S 0.1274 0.8937 -2.7578 2.401
O 0.5113 -0.4390 -2.2126 -0.880
O 1.0643 1.5494 -3.5847 -0.822
O -0.1942 1.5864 -1.4205 -0.954
H -4.3014 0.1516 0.4086 0.527
H -4.7321 1.4247 -2.6758 0.259
H -4.8860 1.5314 -5.1498 0.254
H -2.8827 1.2076 -6.5400 0.255
H -0.6595 0.8835 -5.4864 0.264
Br -0.8590 0.7864 5.7822 0.151
C 0.3401 0.1590 4.4851 -0.121
C 1.5262 -0.4713 4.8248 -0.157
C 2.3475 -0.9030 3.7981 -0.155
C 1.9634 -0.7126 2.4844 0.043
N 0.8152 -0.1101 2.1715 -0.439
C 0.0262 0.3281 3.1562 0.021
H 1.7984 -0.6132 5.8620 0.261
H 3.2876 -1.3936 4.0077 0.250
H 2.5902 -1.0479 1.6746 0.239
H -0.8760 0.8428 2.8739 0.217
```

net charge: +2
energy above the lowest of the compared OMol25 structures with the same formula, charge and spin: 106.3 kJ/mol
M: 938.25 Da